# C40H107N9O11

C40H107N9O11 as an isolated structure in a non-equilibrium geometry (ωB97M-V/def2-TZVPD, the Open Molecules 2025 dataset).

CARTESIAN COORDINATES (ANGSTROEM)
C1 -6.512 1.599 -6.557
O1 -6.871 0.240 -6.411
C2 -6.808 -0.193 -5.069
C3 -5.419 -0.690 -4.663
N1 -5.076 -0.292 -3.319
C4 -4.695 1.093 -3.222
C5 -4.263 1.478 -1.834
O2 -5.384 1.669 -0.976
C6 -4.962 2.108 0.270
H1 -6.697 1.889 -7.589
H2 -5.430 1.717 -6.395
H3 -7.060 2.235 -5.856
H4 -7.522 -1.014 -4.993
H5 -7.161 0.592 -4.394
H6 -4.676 -0.450 -5.443
H7 -5.445 -1.784 -4.646
H8 -4.407 -0.919 -2.872
H9 -5.548 1.738 -3.458
H10 -3.854 1.370 -3.885
H11 -3.695 2.419 -1.803
H12 -3.619 0.700 -1.392
H13 -5.839 2.151 0.923
H14 -4.493 3.101 0.314
H15 -4.297 1.396 0.784
C7 3.276 -0.876 -0.346
O3 1.866 -1.044 -0.310
C8 1.238 -0.123 0.563
C9 -0.253 -0.258 0.316
N2 -0.720 0.359 -0.911
C10 -0.692 1.795 -1.043
C11 -1.540 2.554 -0.048
O4 -0.988 2.666 1.247
C12 -0.083 3.710 1.397
H16 3.579 0.030 -0.877
H17 3.704 -1.740 -0.845
H18 3.609 -0.864 0.698
H19 1.499 0.910 0.302
H20 1.501 -0.312 1.610
H21 -0.871 0.195 1.096
H22 -0.556 -1.309 0.324
H23 -0.451 -0.156 -1.739
H24 -0.901 2.048 -2.082
H25 0.339 2.171 -0.883
H26 -2.620 2.410 0.041
H27 -1.571 3.572 -0.498
H28 -0.548 4.684 1.175
H29 0.755 3.660 0.684
H30 0.362 3.749 2.388
C13 -4.720 2.748 5.546
C14 -5.125 2.293 4.140
C15 -4.362 1.081 3.648
O5 -3.002 1.338 3.427
C16 -2.205 0.209 3.204
N3 -6.565 2.075 3.976
H31 -3.646 2.951 5.567
H32 -4.896 1.928 6.254
H33 -5.260 3.637 5.864
H34 -4.773 3.123 3.507
H35 -4.806 0.752 2.702
H36 -4.586 0.268 4.364
H37 -1.452 0.055 3.975
H38 -1.638 0.379 2.272
H39 -2.773 -0.669 2.878
H40 -7.085 2.944 4.038
H41 -6.834 1.611 4.846
C17 -2.146 4.367 2.355
C18 -1.961 4.976 3.747
C19 -1.116 4.097 4.632
O6 -1.059 4.618 5.922
C20 -0.349 3.784 6.803
N4 -1.468 6.355 3.594
H42 -2.941 3.640 2.218
H43 -1.195 3.855 2.147
H44 -2.280 5.145 1.604
H45 -2.973 5.094 4.155
H46 -0.174 3.868 4.098
H47 -1.577 3.090 4.620
H48 -0.842 2.808 6.931
H49 -0.254 4.288 7.759
H50 0.633 3.508 6.392
H51 -0.553 6.331 3.147
H52 -1.305 6.758 4.512
C21 3.164 -4.311 -1.773
C22 4.584 -3.919 -2.114
C23 5.353 -5.107 -2.675
O7 6.726 -4.819 -2.636
C24 7.555 -5.940 -2.876
N5 4.609 -2.806 -3.089
H53 2.536 -3.469 -1.483
H54 3.062 -5.053 -0.980
H55 2.740 -4.802 -2.658
H56 5.210 -3.583 -1.280
H57 5.001 -5.343 -3.695
H58 5.153 -6.037 -2.117
H59 7.137 -6.859 -2.450
H60 8.487 -5.727 -2.355
H61 7.731 -6.117 -3.942
H62 4.014 -3.200 -3.814
H63 5.529 -2.626 -3.470
C25 6.237 2.274 -0.912
C26 5.393 2.306 0.355
C27 6.169 2.975 1.486
O8 7.317 2.180 1.727
C28 8.199 2.807 2.623
N6 4.096 2.940 0.178
H64 5.690 1.823 -1.745
H65 7.118 1.636 -0.803
H66 6.613 3.262 -1.193
H67 5.254 1.278 0.702
H68 5.536 2.921 2.382
H69 6.361 4.029 1.249
H70 8.841 2.062 3.106
H71 7.689 3.260 3.480
H72 8.872 3.499 2.110
H73 4.218 3.921 -0.057
H74 3.602 2.529 -0.606
C29 -5.483 -2.979 0.922
C30 -5.210 -2.369 -0.449
C31 -3.835 -2.795 -0.912
O9 -3.516 -2.319 -2.195
C32 -2.195 -2.575 -2.618
N7 -6.205 -2.836 -1.428
H75 -6.522 -2.915 1.227
H76 -4.938 -2.351 1.638
H77 -5.041 -3.974 0.956
H78 -5.267 -1.269 -0.388
H79 -3.844 -3.897 -0.927
H80 -3.061 -2.457 -0.206
H81 -1.973 -3.644 -2.694
H82 -1.558 -2.103 -1.862
H83 -2.050 -2.067 -3.565
H84 -7.152 -2.609 -1.159
H85 -6.010 -2.371 -2.308
C33 5.526 -4.500 4.766
C34 5.318 -4.060 3.323
C35 4.060 -3.236 3.173
O10 2.948 -4.039 3.478
C36 1.742 -3.321 3.400
N8 6.550 -3.440 2.819
H86 5.659 -3.688 5.489
H87 6.397 -5.152 4.817
H88 4.663 -5.046 5.151
H89 5.259 -5.009 2.781
H90 3.942 -2.749 2.193
H91 4.097 -2.405 3.901
H92 1.577 -2.542 4.152
H93 0.938 -4.055 3.362
H94 1.679 -2.812 2.420
H95 6.595 -2.460 3.110
H96 6.450 -3.294 1.813
C37 2.530 0.461 -3.704
C38 1.343 -0.386 -4.153
C39 1.692 -1.204 -5.385
O11 0.612 -1.950 -5.898
C40 -0.482 -1.160 -6.306
N9 0.756 -1.207 -3.063
H97 3.408 -0.179 -3.565
H98 2.293 0.887 -2.722
H99 2.765 1.288 -4.372
H100 0.545 0.333 -4.390
H101 2.389 -1.949 -5.001
H102 2.163 -0.578 -6.150
H103 -0.178 -0.254 -6.834
H104 -1.055 -0.881 -5.409
H105 -1.173 -1.769 -6.884
H106 1.320 -1.234 -2.207
H107 0.833 -2.157 -3.430

Computed properties:
* HOMO level: -8.28 eV
* orbital gap: 8.65 eV
* energy relative to the best compared isomer or geometry (same formula, charge and spin): 3.9354 eV